Record 1
A molecular structure, C25H32Br2CaF10N5SSb in a non-equilibrium geometry, computed with the ωB97M-V functional and the def2-TZVPD basis.

The geometry in ORCA input format:
```
! RIJCOSX wB97M-V def2-TZVPD def2/J DEFGRID3
* xyz 0 1
Ca 0.06706 0.46885 0.22968
C -2.96952 -0.99439 -0.34599
N -2.33292 0.15886 0.29466
C -2.79471 1.40899 -0.35972
C -2.00587 1.73925 -1.62717
N -0.60815 1.93399 -1.25165
C 0.21734 2.70485 -1.99028
C 0.02057 3.25201 -3.27063
F -1.09625 2.95373 -3.97451
C 0.96125 4.04356 -3.90496
F 0.71221 4.49493 -5.14321
C 2.17387 4.32973 -3.31663
F 3.10592 5.05896 -3.95972
C 2.42671 3.80037 -2.06377
F 3.60666 4.02819 -1.47040
C 1.48178 3.01997 -1.44926
F 1.78797 2.48078 -0.23811
C -2.63218 0.13653 1.74551
C -1.88421 1.18269 2.57097
N -0.45612 1.14718 2.27421
C 0.40044 1.83729 3.06877
C 1.78300 1.66543 2.86543
F 2.16684 0.82781 1.85187
C 2.77915 2.24838 3.60968
F 4.06241 1.98708 3.33104
C 2.44973 3.09223 4.65166
F 3.39861 3.67688 5.39633
C 1.10971 3.31601 4.89513
F 0.75581 4.14154 5.88593
C 0.12256 2.71650 4.13332
F -1.15165 3.04019 4.44571
H -4.05614 -0.97654 -0.19262
H -2.57520 -1.92115 0.07461
H -2.77310 -0.98940 -1.41666
H -2.64462 2.23512 0.33341
H -3.86462 1.34646 -0.59930
H -2.45303 2.63653 -2.06092
H -2.12644 0.94104 -2.37234
H -2.35573 -0.85611 2.10907
H -3.70900 0.26543 1.92064
H -2.08946 0.94003 3.61927
H -2.32253 2.17208 2.40376
Br 0.40153 -2.20967 2.59942
C 2.31958 -2.21346 2.38752
Br 2.82236 -1.97241 0.54556
H 2.69781 -3.16355 2.73192
H 2.71777 -1.38113 2.94822
N 2.64602 1.25337 -4.61618
C 3.08349 0.92784 -3.39336
N 4.25940 1.45466 -3.02063
S 2.20847 -0.11752 -2.39704
H 3.10028 1.95040 -5.18186
H 1.72629 0.94535 -4.87762
H 4.74324 2.14208 -3.57290
H 4.57688 1.27362 -2.08506
C 1.49862 -3.02336 -4.44327
C 1.26806 -3.72946 -3.10378
Sb -0.18138 -2.74466 -1.85300
C -0.42848 -4.34807 -0.41236
C -0.28232 -5.79350 -0.89129
C -1.90837 -3.12211 -3.10778
C -1.94021 -4.41554 -3.92429
H 2.19566 -3.58944 -5.06643
H 1.91264 -2.02534 -4.29583
H 0.56947 -2.91672 -5.00968
H 2.19353 -3.78783 -2.52720
H 0.90678 -4.74679 -3.25659
H -1.40815 -4.18782 0.04800
H 0.30927 -4.13220 0.36176
H -1.04095 -6.06500 -1.62489
H -0.38086 -6.48807 -0.05190
H 0.69428 -5.97301 -1.34308
H -1.97134 -2.25220 -3.76667
H -2.77356 -3.06683 -2.44187
H -1.03768 -4.54942 -4.52228
H -2.78839 -4.41288 -4.61477
H -2.04543 -5.29478 -3.28919
*
```

- Energy: -236966.121 eV
- Gap between HOMO and LUMO: 7.2 eV
- Energy above the lowest of the compared OMol25 structures with the same formula, charge and spin: 28.5 kJ/mol
- HOMO: -7.0 eV

=====

Record 2
A gas-phase ion, C3H4NO (charge +1) in a non-equilibrium geometry, computed with the ωB97M-V functional and the def2-TZVPD basis.

The geometry in ORCA input format:
```
! RIJCOSX wB97M-V def2-TZVPD def2/J DEFGRID3
* xyz 1 1
C 0.10555 1.01316 -0.06535
C 1.63171 -0.78567 -0.08097
C -1.22403 0.30747 0.00700
N -1.38170 -0.91409 -0.06418
O 1.10606 0.27972 -0.00803
H 0.18687 2.06690 -0.28741
H -0.61534 -1.57767 -0.18306
H 2.27582 -1.34908 0.57377
H -2.08494 0.95926 0.10823
*
```

- Energy: -6699.124 eV
- Gap between HOMO and LUMO (alpha / beta): 8.0 / 8.2 eV
- Energy above the lowest of the compared OMol25 structures with the same formula, charge and spin: 535.1 kJ/mol
- HOMO (alpha / beta): -15.1 / -15.3 eV

=====

Record 3
2 unconnected molecules or ions with the total composition C3H12NO2 in a non-equilibrium geometry, computed with the ωB97M-V functional and the def2-TZVPD basis.

The geometry in ORCA input format:
```
! RIJCOSX wB97M-V def2-TZVPD def2/J DEFGRID3
* xyz 2 2
C 0.32056 0.92070 1.78343
O 1.46512 1.19995 1.10628
C -0.60094 0.47945 0.75820
C -1.82487 -0.31036 1.32280
N 0.11734 -0.12394 -0.54894
H -0.01833 1.85131 2.13574
H 0.55483 0.22065 2.56420
H 2.31198 0.83349 1.31765
H -0.87865 1.37005 0.28421
H -2.32903 -0.83108 0.48551
H -1.86161 -0.85066 2.27245
H -2.55839 0.47366 1.71838
H 0.47942 -0.95413 -0.19698
H 0.67009 0.59242 -1.00263
H -0.64779 -0.36387 -1.18838
H 0.26362 -2.55330 -4.09106
H 1.00627 -1.14552 -4.03318
O 0.38709 -1.73922 -3.55752
*
```

- Energy: -8867.689 eV
- Gap between HOMO and LUMO (alpha / beta): 9.5 / 2.5 eV
- Energy above the lowest of the compared OMol25 structures with the same formula, charge and spin: 300.7 kJ/mol
- HOMO (alpha / beta): -17.7 / -17.7 eV

=====

Record 4
A molecular structure, C19H19F3N5O2Pt, computed with the ωB97M-V functional and the def2-TZVPD basis.

The geometry in ORCA input format:
```
! RIJCOSX wB97M-V def2-TZVPD def2/J DEFGRID3
* xyz 3 1
Pt -0.30678 -0.41113 -0.20642
C -3.23702 1.31926 2.49946
C -2.40928 1.92299 3.42909
C -1.02916 1.82599 3.27807
C -0.50999 1.12061 2.21574
N -1.34000 0.50461 1.31590
C -2.66969 0.62228 1.44801
C 0.93596 1.00873 1.92456
C 1.99453 1.52492 2.65036
C 3.28653 1.32249 2.17300
C 3.51800 0.62477 0.99124
C 2.43054 0.12990 0.29415
N 1.20235 0.33679 0.79607
C 2.43171 -0.57587 -1.01060
C 3.56783 -0.78679 -1.75989
C 3.46075 -1.34886 -3.02971
C 2.20709 -1.65919 -3.52725
C 1.09890 -1.43852 -2.72829
N 1.20457 -0.94376 -1.49231
H -4.31383 1.39266 2.56635
H -2.82585 2.48062 4.25815
H -0.36926 2.31437 3.98142
H -3.28152 0.18001 0.67819
H 1.83044 2.07833 3.56394
H 4.12663 1.72179 2.72691
H 4.52731 0.48413 0.63172
H 4.53611 -0.49993 -1.37435
H 4.34839 -1.52155 -3.62454
H 2.07451 -2.06275 -4.52159
H 0.10906 -1.65776 -3.10312
N -0.29735 -2.21408 0.84588
C -1.15507 -3.20063 0.09758
C -2.39081 -2.45529 -0.35405
N -1.93037 -1.28178 -1.16568
H 0.62397 -2.61044 1.03298
H -0.71971 -2.04413 1.76037
H -1.40043 -4.04818 0.73638
H -0.57732 -3.56770 -0.75151
H -2.94754 -2.08106 0.50549
H -3.06055 -3.08610 -0.93737
H -2.66348 -0.58292 -1.33206
H -1.64658 -1.62874 -2.08035
F -2.27451 3.82940 -2.51435
C -1.13904 3.27179 -2.16917
F -0.33676 3.16824 -3.22494
F -0.53739 4.00574 -1.22905
C -1.39511 1.85461 -1.58782
O -2.49293 1.38168 -1.44028
O -0.25782 1.28044 -1.23631
*
```

- Energy: -42931.420 eV
- Gap between HOMO and LUMO: 8.3 eV
- Energy above the lowest of the compared OMol25 structures with the same formula, charge and spin: 0.0 kJ/mol
- HOMO: -19.0 eV

=====

Record 5
C4H5N3O in the gas phase in a non-equilibrium geometry, computed with the ωB97M-V functional and the def2-TZVPD basis.

The geometry in ORCA input format:
```
! RIJCOSX wB97M-V def2-TZVPD def2/J DEFGRID3
* xyz 0 1
C -2.11779 0.06346 -0.12165
C 1.29888 1.23133 0.24909
C 2.06017 0.04516 -0.11836
C 1.09169 -1.19529 0.09122
H -2.33208 -0.78997 -0.52372
H -2.55262 -0.15063 0.92263
H -2.75154 0.71460 -0.91970
H 1.63801 2.30492 0.69110
H 1.46298 -2.27127 0.02135
N -0.76725 0.08022 -0.23790
N -0.07258 1.15299 -0.05250
N -0.24707 -1.08481 0.25593
O 3.28922 -0.10071 -0.25749
*
```

- Energy: -10741.732 eV
- Gap between HOMO and LUMO: 8.8 eV
- Energy above the lowest of the compared OMol25 structures with the same formula, charge and spin: 567.6 kJ/mol
- SMILES: Cn1ncc(=O)cn1
- HOMO: -9.1 eV

=====

Record 6
A molecular structure, C39H41As2N4O6SeSn in a non-equilibrium geometry, computed with the ωB97M-V functional and the def2-TZVPD basis.

The geometry in ORCA input format:
```
! RIJCOSX wB97M-V def2-TZVPD def2/J DEFGRID3
* xyz 1 1
Sn 0.31685 0.14620 -0.07260
O -0.00892 1.38747 4.55330
C 0.65960 0.26966 4.89044
C 1.38651 0.27861 6.08013
C 2.10783 -0.83154 6.46191
C 2.12417 -1.98024 5.66994
C 1.39638 -2.00921 4.50331
C 0.65016 -0.89323 4.09481
C -0.07207 -0.91793 2.81728
O -0.60222 0.11992 2.32726
N -0.11693 -2.06091 2.15251
N -0.62783 -1.95320 0.94174
C -0.82279 -2.97527 0.20411
C -1.39955 -2.85040 -1.13009
C -1.78248 -4.00021 -1.81520
C -2.35053 -3.87935 -3.06966
C -2.51134 -2.61424 -3.60686
C -2.09238 -1.52303 -2.86029
N -1.55080 -1.62343 -1.65011
H -0.39556 1.25114 3.66749
H 1.37522 1.17811 6.68163
H 2.67265 -0.80922 7.38485
H 2.71075 -2.83839 5.96753
H 1.39254 -2.88417 3.86989
H -0.58096 -3.96449 0.58472
H -1.63495 -4.97072 -1.35861
H -2.66835 -4.75656 -3.61798
H -2.94374 -2.46599 -4.58659
H -2.18170 -0.52331 -3.26379
C -2.37364 3.62107 0.25903
As -1.96828 1.93948 -0.64814
C -1.29082 2.69924 -2.30350
C -3.77308 1.30665 -1.05092
C -4.47623 1.84229 -2.12389
C -5.70945 1.31925 -2.48413
C -6.24816 0.25937 -1.77527
C -5.56830 -0.26378 -0.68325
C -4.34447 0.27268 -0.30381
As -3.36201 -0.40386 1.22892
C -4.48422 -1.83814 1.91243
C -3.76888 0.92856 2.60570
H -2.93686 4.24529 -0.43307
H -1.44458 4.11958 0.53053
H -2.96484 3.45652 1.15654
H -2.02251 3.36412 -2.75899
H -0.99835 1.91422 -2.99770
H -0.40471 3.27833 -2.04060
H -4.04860 2.64327 -2.71418
H -6.23707 1.72268 -3.33789
H -7.19977 -0.16389 -2.06898
H -5.99399 -1.09617 -0.13803
H -4.57522 -2.65771 1.20267
H -5.47096 -1.44621 2.16104
H -4.01778 -2.21221 2.82304
H -4.70147 1.43352 2.35508
H -2.96224 1.65106 2.70359
H -3.88028 0.40438 3.55347
O -0.01782 -0.14295 -3.43834
C 0.85386 -0.78945 -2.88038
O 1.50879 -0.36799 -1.82481
C 1.20025 -2.17301 -3.35375
C 1.67083 -3.11646 -2.44488
C 1.87954 -4.43066 -2.83505
C 1.63072 -4.80697 -4.14471
C 1.17304 -3.85516 -5.04036
C 0.94377 -2.54655 -4.66420
N 0.92432 -4.25139 -6.43341
O 0.73256 -3.36653 -7.24136
O 0.91707 -5.43943 -6.68474
H 1.86822 -2.80824 -1.42673
H 2.24455 -5.15964 -2.12434
H 1.79613 -5.82010 -4.48154
H 0.56863 -1.82873 -5.37992
C 7.24751 4.21853 1.15721
C 5.85214 3.66820 1.14108
C 5.29145 3.15139 -0.02360
C 3.99194 2.67325 -0.06014
C 3.44175 2.14595 -1.35147
C 3.22814 2.72172 1.12165
Se 1.38137 2.23483 1.10882
C 3.77429 3.20551 2.32300
C 3.01689 3.28274 3.62161
C 5.07894 3.67306 2.29691
H 7.74340 4.06747 0.20066
H 7.84068 3.74303 1.93931
H 7.22497 5.28802 1.37339
H 5.88231 3.12689 -0.93147
H 4.21079 2.14172 -2.12110
H 2.61173 2.76549 -1.70003
H 3.06845 1.12938 -1.24187
H 2.16522 2.60703 3.65392
H 2.64361 4.29829 3.77247
H 3.68181 3.05203 4.45270
H 5.50541 4.06307 3.21472
*
```

- Energy: -252199.152 eV
- Gap between HOMO and LUMO: 4.9 eV
- HOMO: -10.5 eV

=====

The lowest energy belongs to which entry?
C39H41As2N4O6SeSn

=====

energy of number 2 (C3H4NO)?
-6699.124 eV

=====

Copy entry 2 word for word.
A gas-phase ion, C3H4NO (charge +1) in a non-equilibrium geometry, computed with the ωB97M-V functional and the def2-TZVPD basis.

The geometry in ORCA input format:
```
! RIJCOSX wB97M-V def2-TZVPD def2/J DEFGRID3
* xyz 1 1
C 0.10555 1.01316 -0.06535
C 1.63171 -0.78567 -0.08097
C -1.22403 0.30747 0.00700
N -1.38170 -0.91409 -0.06418
O 1.10606 0.27972 -0.00803
H 0.18687 2.06690 -0.28741
H -0.61534 -1.57767 -0.18306
H 2.27582 -1.34908 0.57377
H -2.08494 0.95926 0.10823
*
```

- Energy: -6699.124 eV
- Gap between HOMO and LUMO (alpha / beta): 8.0 / 8.2 eV
- Energy above the lowest of the compared OMol25 structures with the same formula, charge and spin: 535.1 kJ/mol
- HOMO (alpha / beta): -15.1 / -15.3 eV